# C4H7N

A structure of composition C4H7N at a distorted geometry (ωB97M-V/def2-TZVPD, OMol25).

Structure (ORCA input):
```
! wB97M-V def2-TZVPD RIJCOSX def2/J DEFGRID3
* xyz 0 1
H 2.078 0.626 -0.565
C 1.095 0.653 -0.454
C -1.746 0.766 -0.806
N -1.499 0.299 0.310
H 0.825 1.478 -1.084
H -0.876 1.102 -1.564
H -2.776 1.233 -1.003
C 0.572 -1.329 1.086
H -0.384 -1.963 0.894
H 0.777 -1.133 2.158
C 0.324 -0.088 0.337
H 1.611 -1.644 0.690
*
```

LUMO in eV: 1.0
Highest occupied orbital energy in eV: -9.411
DFT total energy in eV: -5747.7677
Energy relative to the best compared isomer or geometry (same formula, charge and spin) in kJ/mol: 352.1
Kohn-Sham gap in eV: 10.46

Mulliken atomic charge list, values in e, 2 entries: 0.332 -1.139

# C6H10

An isolated molecule of C6H10 (ωB97M-V/def2-TZVPD, OMol25).

Structure (ORCA input):
```
! wB97M-V def2-TZVPD RIJCOSX def2/J DEFGRID3
* xyz 0 1
H -2.722 -1.328 0.890
C 2.291 1.019 -0.020
C 0.585 -0.183 -1.409
H -1.318 -1.276 -1.097
C -0.637 -0.579 -0.605
C 1.282 1.043 -0.884
C -0.890 -0.207 0.647
H -1.651 -1.325 2.302
H 2.699 0.079 0.348
H 0.883 2.002 -1.212
C -2.033 -0.712 1.477
H -0.205 0.484 1.139
H -2.599 0.111 1.928
H 2.736 1.932 0.367
H 1.281 -1.034 -1.412
H 0.298 -0.029 -2.458
*
```

LUMO in eV: 1.3
Highest occupied orbital energy in eV: -9.191
DFT total energy in eV: -6382.9141
SMILES: C=CC/C=C/C
Energy relative to the best compared isomer or geometry (same formula, charge and spin) in kJ/mol: 91.2
Kohn-Sham gap in eV: 10.45

Mulliken atomic charge list, values in e, 2 entries: 0.302 -0.683

# C35H37ClIrOP

A structure of composition C35H37ClIrOP at a distorted geometry (ωB97M-V/def2-TZVPD, OMol25).

Structure (ORCA input):
```
! wB97M-V def2-TZVPD RIJCOSX def2/J DEFGRID3
* xyz 1 6
H -3.238 -2.289 4.834
C 0.574 3.617 -2.808
C -0.999 0.387 4.703
C -1.281 -0.851 -3.463
C 0.001 3.036 2.012
C 1.307 3.850 2.051
C -0.412 -2.402 1.694
C 3.858 -2.384 -3.376
C -1.601 -2.238 -3.366
H 2.187 3.590 -5.823
C 2.807 -1.541 -3.046
C -0.323 2.384 3.356
P 0.402 -0.343 -3.504
C 1.490 1.838 -4.796
H 0.495 -1.757 5.457
H 4.772 -2.374 -2.779
O -1.527 0.569 2.391
C -1.150 3.903 1.497
H -3.218 -0.976 6.034
H 4.574 -3.908 -4.735
Ir 1.354 -1.305 1.312
H -0.113 1.856 -1.745
C 1.251 -3.074 0.191
H 1.174 4.786 2.608
H 0.567 -2.488 -5.486
H -0.711 -2.171 -0.529
C -1.438 -1.082 4.762
C 1.713 -3.369 1.533
H -4.904 -2.050 -4.168
C -2.899 -2.656 -3.628
C -0.365 2.460 5.774
H 0.737 -3.035 3.540
H -1.367 -2.066 2.083
H -0.958 4.223 0.466
H -0.873 0.631 6.821
C -2.937 -1.250 5.011
H -1.262 -1.444 3.743
H -0.727 -1.683 6.748
H 0.238 4.309 -2.035
Cl 2.304 0.680 1.044
H -0.776 -2.993 5.548
H 1.623 4.091 1.029
C 2.564 -3.304 -5.228
C 0.364 2.253 -2.644
C 0.696 -2.944 2.462
H 0.196 4.110 4.486
C -2.330 0.101 -3.605
H 2.850 -0.893 -2.166
H 2.466 -4.019 -6.049
H -2.080 3.329 1.518
C -0.138 3.070 4.534
C 3.743 -3.253 -4.472
H 1.337 5.166 -4.105
H 2.105 3.259 2.514
C 0.784 1.356 -3.665
H -3.488 -0.611 4.311
C 1.205 4.095 -3.965
C -0.564 -1.926 5.691
H 1.852 1.119 -5.531
H 2.645 -3.851 1.806
H 1.750 -3.320 -0.740
H -4.421 0.389 -3.993
H -0.212 3.031 6.689
C 1.673 3.207 -4.942
C -3.900 -1.717 -3.911
C -0.973 1.070 3.404
H -0.822 -2.961 -3.118
H -3.137 -3.720 -3.615
C 1.504 -2.456 -4.927
C 1.643 -1.525 -3.866
H 0.157 2.207 1.306
C -0.072 -2.477 0.298
C -3.624 -0.343 -3.850
H -1.267 4.799 2.119
H -2.096 1.165 -3.545
C -0.754 1.116 5.847
*
```

LUMO (spin up / spin down) in eV: -2.9 / -5.2
Highest occupied orbital energy (spin up / spin down) in eV: -9.176 / -10.986
DFT total energy in eV: -63582.1886
Kohn-Sham gap (spin up / spin down) in eV: 6.32 / 5.74

Mulliken atomic charge list, values in e, 2 entries: 0.379 -0.448

# C20H24FN3O3

A structure of composition C20H24FN3O3 at a distorted geometry (ωB97M-V/def2-TZVPD, OMol25).

Structure (ORCA input):
```
! wB97M-V def2-TZVPD RIJCOSX def2/J DEFGRID3
* xyz 0 1
H 1.514 -1.607 -1.223
C 0.918 3.555 1.013
C -2.118 -2.504 2.605
C -2.141 -3.431 1.560
H -0.084 -2.193 3.319
H -2.018 -1.089 -1.573
H 2.836 3.411 -1.655
H 0.917 -0.496 4.578
C 2.307 3.943 -1.026
N 1.798 1.756 0.147
C -0.041 -0.079 -5.315
H 1.488 0.939 4.098
C 0.341 -1.526 -1.735
C -0.819 -1.195 -0.953
C 1.648 3.116 0.125
C -1.167 -0.176 2.720
H 1.692 -0.352 3.231
H -1.005 -1.719 -4.211
N -0.275 0.606 3.125
C -0.144 -1.750 1.347
H 0.766 -1.204 1.241
N -1.047 -2.069 0.180
H 0.134 2.635 3.866
C -0.357 -1.036 -4.160
H 1.772 0.754 -2.050
C 1.144 0.644 -3.008
C 0.527 2.558 1.748
H -0.507 -0.187 -0.606
C 1.194 1.325 -4.083
H 0.204 -2.579 -2.149
H 0.682 4.511 1.230
C -2.198 -2.725 0.159
O -2.273 0.100 2.134
C -1.026 -1.729 2.497
C 1.095 0.122 3.703
O -2.719 -2.959 -0.825
H -2.278 -3.108 3.557
H 0.423 -3.064 1.243
H 2.645 4.847 -0.620
H 0.673 1.790 -6.116
C 0.671 1.085 -5.183
H -1.368 -4.426 1.487
C 0.561 -0.453 -2.970
H 1.944 2.412 -4.031
H -1.225 2.307 2.839
F -0.931 -0.562 -6.365
H -3.288 -3.999 1.432
C -0.375 2.036 2.864
H 1.478 4.270 -1.882
H -3.170 -1.878 2.564
O 1.200 1.368 1.131
*
```

LUMO in eV: 0.3
Highest occupied orbital energy in eV: -8.550
DFT total energy in eV: -34439.8426
Energy relative to the best compared isomer or geometry (same formula, charge and spin) in kJ/mol: 2106.7
Kohn-Sham gap in eV: 8.84

Mulliken atomic charge list, values in e, 2 entries: 0.193 -1.128

# C6H4NS3

The ion C6H4NS3 with charge -1 at a distorted geometry (ωB97M-V/def2-TZVPD, OMol25).

Structure (ORCA input):
```
! wB97M-V def2-TZVPD RIJCOSX def2/J DEFGRID3
* xyz -1 1
H -1.440 -0.393 -0.105
H -1.314 -2.094 -0.015
N -0.913 -1.209 0.266
S 5.135 -0.567 -0.184
C 0.618 0.519 0.142
S 4.697 1.534 -0.039
C 1.690 1.280 -0.184
C 3.265 -0.609 -0.157
C 0.465 -0.884 0.236
C 1.276 -1.930 0.098
H -0.276 1.023 0.499
C 3.034 0.719 -0.231
H 1.584 2.366 -0.104
S 1.601 -3.512 0.152
*
```

LUMO in eV: 3.2
Highest occupied orbital energy in eV: -3.108
DFT total energy in eV: -40279.6369
Energy relative to the best compared isomer or geometry (same formula, charge and spin) in kJ/mol: 0.0
Kohn-Sham gap in eV: 6.29

Mulliken atomic charge list, values in e, 2 entries: 0.186 0.200

# C5H14Br2N4

A structure of composition C5H14Br2N4 at a distorted geometry (ωB97M-V/def2-TZVPD, OMol25).

Structure (ORCA input):
```
! wB97M-V def2-TZVPD RIJCOSX def2/J DEFGRID3
* xyz 2 1
H 2.848 -1.405 0.936
H 1.962 0.932 0.486
H 1.702 0.330 -1.257
C 0.437 -0.724 0.276
H -2.186 2.120 -0.435
N -2.083 -0.285 0.123
C -0.683 0.233 -0.038
N -4.407 -0.008 0.162
Br -5.964 1.012 -0.123
H 4.100 0.663 0.305
H 0.620 -1.259 1.278
C 1.750 0.026 -0.143
H 0.269 -1.615 -0.398
C 2.988 -0.907 -0.058
H 5.049 -0.797 0.339
N 4.259 -0.207 -0.116
H 2.900 -1.788 -0.811
H -0.638 0.785 -1.061
N -2.961 1.924 0.170
H -0.689 0.910 0.765
H 4.453 0.052 -1.063
H -3.792 2.513 0.282
H -2.123 -1.242 0.332
C -3.123 0.563 0.122
Br -4.688 -1.826 -0.074
*
```

LUMO in eV: -6.8
Highest occupied orbital energy in eV: -15.728
DFT total energy in eV: -151439.2731
Energy relative to the best compared isomer or geometry (same formula, charge and spin) in kJ/mol: 0.0
Kohn-Sham gap in eV: 8.89

Mulliken atomic charge list, values in e, 2 entries: 0.429 0.464

# C35H68O12S

A cluster of 8 separate species, C35H68O12S in total at a distorted geometry (ωB97M-V/def2-TZVPD, OMol25).

Structure (ORCA input):
```
! wB97M-V def2-TZVPD RIJCOSX def2/J DEFGRID3
* xyz 0 1
C -7.211 -1.463 1.014
C 1.324 -2.068 -4.873
H 5.468 3.084 5.789
H -6.523 -5.487 0.070
H 5.712 -2.310 -1.794
H 3.344 -1.999 -5.715
C 5.928 2.996 -1.375
C -4.125 -0.404 -2.307
C 2.659 2.784 2.883
C -3.536 -1.382 0.851
O -4.720 -1.181 -1.269
C 7.128 2.114 -1.693
H 3.505 -1.764 -0.971
H 1.035 0.259 1.505
O 0.194 2.369 -2.755
C -8.571 0.417 1.451
C 6.527 0.725 -1.570
H 5.169 -0.946 0.611
H 4.060 -1.798 1.692
C 2.507 -1.338 -5.498
H 2.758 1.786 4.827
H -3.914 -2.087 1.586
H -7.761 -6.988 -1.971
C 2.076 1.915 3.989
H -7.619 0.545 3.418
H 2.304 5.464 6.573
C 4.400 6.081 6.691
H -8.917 -0.660 3.306
H -1.590 -0.080 -3.175
H 3.384 -3.301 -0.105
H 7.461 2.290 -2.719
H 5.783 3.051 -0.292
C -5.777 -4.780 -1.827
H 3.359 0.577 -4.827
H -4.934 0.093 -2.837
H -2.662 0.424 -0.869
H 1.427 0.407 -2.916
C -8.465 -0.771 0.503
H -6.044 -7.820 -0.477
O -6.580 -5.506 -2.767
H -4.758 -7.333 -1.588
H -6.313 -1.051 0.549
H -4.432 2.256 -2.506
H -7.889 1.210 1.132
H 4.976 -3.926 -1.768
C 1.423 0.079 -3.947
C 5.836 -2.939 1.106
O 0.618 -1.106 -4.080
H 7.023 -0.007 -2.209
O -1.524 2.754 -0.963
H 0.648 -2.493 -5.617
H 3.836 2.367 -1.504
C -5.734 -7.052 -1.186
O 1.786 0.639 3.399
O 5.147 0.828 -1.943
H -2.324 1.506 -3.646
C 4.987 3.806 6.450
C 4.734 -1.921 0.844
H -6.241 -3.813 -1.622
H 5.910 5.391 5.316
H 3.385 -0.719 -3.624
H -7.226 -2.542 0.844
O -3.243 -2.824 -0.976
C -3.809 2.047 -1.638
C 5.250 -3.068 -1.152
C -5.665 -5.653 -0.587
C 1.963 2.219 1.651
H 6.449 5.339 6.999
H 4.486 7.102 6.323
H -6.558 -7.536 -3.155
O -7.144 -1.203 2.421
H -4.043 -0.429 0.988
C -3.801 -1.901 -0.548
H 5.040 3.428 7.477
C 4.066 -2.497 -0.392
H 3.118 5.603 5.003
C -8.092 -0.188 2.762
C 4.789 2.215 -2.012
H -3.160 3.932 -0.866
H -4.757 -5.462 -0.016
H 5.472 -3.767 1.723
C 5.591 5.198 6.344
H 4.667 2.483 -3.067
H 0.951 2.625 1.570
H 3.738 2.624 2.806
O -0.154 0.746 -1.057
H 4.268 6.119 7.775
H 2.491 2.423 0.719
H -3.654 -1.082 -3.025
S -0.730 1.731 -1.909
H -2.476 -1.201 0.997
C 3.250 5.317 6.052
H 6.709 -2.502 1.593
H -9.332 -1.424 0.626
H -8.396 -0.493 -0.548
O 3.606 3.931 6.094
H 2.485 3.847 3.043
H -4.797 -4.606 -2.278
H 1.660 -2.871 -4.209
O 6.215 -3.468 -0.172
H 0.972 0.861 -4.563
H -4.407 2.020 -0.729
C 1.891 0.744 1.974
H 7.977 2.271 -1.029
C 2.808 -0.281 -4.442
C -3.150 0.659 -1.814
H 2.803 0.223 1.663
H 2.203 -0.855 -6.431
H 1.136 2.333 4.366
H -9.573 0.837 1.519
C -2.767 3.177 -1.538
H 6.568 0.368 -0.535
C -2.005 0.861 -2.829
H -2.625 3.691 -2.488
H 6.014 4.011 -1.759
C -6.730 -6.856 -2.320
*
```

LUMO in eV: 0.3
Highest occupied orbital energy in eV: -8.963
DFT total energy in eV: -72799.1426
SMILES: CC(=O)OC[C@@H]1CCOS(=O)(=O)C1.C1CCOC1.C1CCOC1.C1CCOC1.C1CCOC1.C1CCOC1.C1CCOC1.C1CCOC1
Kohn-Sham gap in eV: 9.26

Mulliken atomic charge list, values in e, 2 entries: 0.626 -0.570

# C2H14N2O3

A cluster of 4 separate species, C2H14N2O3 in total at a distorted geometry (ωB97M-V/def2-TZVPD, OMol25).

Structure (ORCA input):
```
! wB97M-V def2-TZVPD RIJCOSX def2/J DEFGRID3
* xyz 0 1
H -3.802 -1.459 1.418
C -2.918 -0.914 1.268
H -4.194 0.762 1.320
H -3.307 1.327 3.599
C -3.252 0.395 3.122
O 5.917 1.145 -3.200
O 4.476 -1.181 -1.562
H -0.242 2.064 0.025
H 5.405 0.690 -2.534
H 5.666 0.786 -4.061
H -2.388 -0.125 3.436
H 3.749 -1.767 -1.523
H 0.584 0.881 -0.510
H 5.079 -1.733 -1.025
H -2.206 -1.473 1.928
O -0.351 1.148 -0.435
N -3.189 0.519 1.660
H -3.016 -0.894 -0.885
H -4.230 -0.072 3.434
N -2.370 -1.121 -0.113
H -1.500 -0.549 -0.222
*
```

LUMO in eV: 0.3
Highest occupied orbital energy in eV: -8.948
DFT total energy in eV: -11422.4649
SMILES: CNCN.O.O.O
Energy relative to the best compared isomer or geometry (same formula, charge and spin) in kJ/mol: 189.3
Kohn-Sham gap in eV: 9.28

Mulliken atomic charge list, values in e, 2 entries: 0.476 -0.660

# C23H20Cl2N5O4S4Ti

A structure of composition C23H20Cl2N5O4S4Ti at a distorted geometry (ωB97M-V/def2-TZVPD, OMol25).

Structure (ORCA input):
```
! wB97M-V def2-TZVPD RIJCOSX def2/J DEFGRID3
* xyz 1 1
C 2.626 -0.861 -3.626
C -1.894 -1.960 1.435
C -2.907 5.165 0.247
O -2.400 1.435 -1.791
C -2.138 6.166 0.816
C 4.050 0.039 -1.408
O -1.765 -0.566 -2.620
H 3.090 -3.383 -0.934
S 3.116 -0.941 1.662
H 0.862 -0.300 -2.530
C 1.184 -3.895 -0.071
H 0.459 -4.709 -0.070
C -2.418 -0.983 2.326
H 4.592 0.395 -0.543
H -3.025 5.661 4.051
Ti -2.620 2.444 -0.275
H 4.542 -1.316 -4.471
C 4.721 -0.468 -2.511
H 2.245 -2.849 1.395
C 2.666 0.072 -1.428
H 0.892 -3.578 1.998
C 2.353 -4.188 -1.015
H -1.695 -2.344 -0.704
C -3.737 4.319 1.008
H 5.802 -0.500 -2.508
H 0.689 -2.974 -0.366
S 1.006 1.092 1.956
N 1.945 0.592 -0.299
C -1.934 -1.620 0.063
H 2.218 -4.516 1.617
C -1.327 -3.269 1.814
S -0.711 3.229 0.795
N 1.663 -3.713 1.322
C -2.740 0.264 1.867
C -2.990 5.523 2.980
O -0.178 -2.657 1.856
H -3.134 1.023 2.532
C -2.194 6.343 2.184
H 2.075 -1.209 -4.490
H 2.849 -5.113 -0.706
Cl -2.769 4.883 -1.479
C -2.222 -0.352 -0.297
C -2.105 0.115 -1.706
H -1.503 6.779 0.193
C 0.469 1.953 0.557
C 4.013 -0.922 -3.614
Cl -4.716 3.519 3.405
H 1.352 -5.121 -2.552
N -2.610 0.627 0.561
H 1.507 -3.496 -2.755
N 1.024 1.588 -0.545
C 1.941 -0.361 -2.529
H -1.605 7.123 2.646
C -3.742 4.522 2.404
H -2.557 -1.222 3.370
O -1.649 -4.417 1.950
N 1.959 -4.327 -2.399
S -4.722 3.073 0.248
C 2.097 0.186 0.983
*
```

LUMO in eV: -4.6
Highest occupied orbital energy in eV: -11.124
DFT total energy in eV: -131313.3191
Energy relative to the best compared isomer or geometry (same formula, charge and spin) in kJ/mol: 77.3
Kohn-Sham gap in eV: 6.57

Mulliken atomic charge list, values in e, 2 entries: -0.675 0.823

# C3H10NP

A cluster of 2 separate species, C3H10NP in total at a distorted geometry (ωB97M-V/def2-TZVPD, OMol25).

Structure (ORCA input):
```
! wB97M-V def2-TZVPD RIJCOSX def2/J DEFGRID3
* xyz 0 1
H 1.911 1.870 -0.207
C -2.267 -1.184 0.714
H 1.962 -0.576 1.744
H 0.881 2.236 1.209
H 0.498 0.568 -1.944
H -2.931 -1.702 0.123
C 1.012 1.739 0.294
H 1.219 -1.070 -1.730
C 0.458 -0.361 -1.532
H -2.026 -1.629 1.651
P 0.491 -0.050 0.285
N 1.617 -0.963 0.829
H -2.596 -0.098 0.753
H -0.469 -0.891 -1.757
H 0.241 2.112 -0.434
*
```

LUMO (spin up / spin down) in eV: -0.4 / 0.0
Highest occupied orbital energy (spin up / spin down) in eV: -8.696 / -7.661
DFT total energy in eV: -14047.9995
Energy relative to the best compared isomer or geometry (same formula, charge and spin) in kJ/mol: 408.1
Kohn-Sham gap (spin up / spin down) in eV: 8.25 / 7.65

Mulliken atomic charge list, values in e, 2 entries: 0.388 -1.035

# C7H10CaF8N4O22S8

A structure of composition C7H10CaF8N4O22S8 at a distorted geometry (ωB97M-V/def2-TZVPD, OMol25).

Structure (ORCA input):
```
! wB97M-V def2-TZVPD RIJCOSX def2/J DEFGRID3
* xyz -2 1
F -10.077 6.395 1.756
O -7.259 3.288 -4.224
N -8.009 4.010 2.770
H -12.751 0.570 -1.568
O -7.929 8.173 -1.440
N -8.109 6.466 0.406
H -4.809 -2.058 1.577
O -8.395 5.808 -3.343
F -6.345 6.419 -1.036
C -7.218 0.709 0.396
O -3.814 2.496 -0.288
Ca -8.115 4.252 0.487
S -6.796 3.524 -2.881
H -6.498 -1.068 -1.993
F -9.952 5.343 -1.613
O -8.356 7.783 2.592
C -11.330 2.704 0.158
C -13.397 1.845 0.021
H -14.060 1.291 0.680
F -10.115 2.987 3.154
H -5.260 -3.123 0.199
N -8.057 3.897 -1.707
F -6.246 5.715 2.468
H -4.839 -0.707 -0.365
O -11.252 1.720 -0.744
O -5.631 4.028 3.962
O -7.628 0.109 -0.721
O -7.726 1.684 0.848
S -8.993 3.826 3.959
O -5.517 4.098 -2.685
F -6.677 1.985 -2.399
O -7.159 5.853 4.581
H -12.197 0.035 0.041
O -9.905 3.829 -3.421
C -12.392 0.901 -0.594
O -9.749 8.571 0.748
S -6.797 4.815 3.665
N -3.438 4.168 1.720
O -10.450 3.412 0.511
S -8.982 4.653 -2.687
H -13.918 2.481 -0.692
C -5.780 -1.025 0.083
O -5.769 3.837 0.513
F -4.786 2.108 1.811
C -5.582 -2.306 0.844
S -4.473 3.228 0.750
F -2.419 6.299 1.681
O -6.269 -0.030 0.998
H -6.464 -2.641 1.390
C -6.902 -1.059 -0.979
H -7.507 -1.969 -0.927
O -8.549 2.862 4.934
S -9.017 7.518 1.350
S -2.724 5.064 0.678
O -6.307 8.332 0.406
O -12.526 2.706 0.784
O -3.530 5.734 -0.313
O -9.840 4.890 4.422
O -1.406 4.606 0.291
S -7.240 7.543 -0.344
*
```

LUMO in eV: 3.4
Highest occupied orbital energy in eV: -4.632
DFT total energy in eV: -185290.5285
Kohn-Sham gap in eV: 8.00

Mulliken atomic charge list, values in e, 2 entries: -0.225 -0.589